Entry 1:
A structure of composition C34H47Cl3O3P4Pd in a non-equilibrium geometry, computed with wB97M-V/def2-TZVPD.

Atoms and positions in Å:
P: 1.370 1.098 -2.377
C: 3.095 1.523 -2.516
C: 3.870 0.946 -3.540
H: 3.438 0.172 -4.175
C: 5.180 1.379 -3.736
H: 5.773 0.938 -4.538
C: 5.722 2.374 -2.915
H: 6.744 2.717 -3.082
C: 4.959 2.929 -1.881
H: 5.381 3.702 -1.240
C: 3.648 2.499 -1.668
H: 3.046 2.912 -0.857
C: 1.044 -0.498 -3.113
C: 1.795 -1.608 -2.686
H: 2.652 -1.465 -2.022
C: 1.440 -2.887 -3.115
H: 2.005 -3.748 -2.756
C: 0.380 -3.052 -4.012
H: 0.114 -4.053 -4.357
C: -0.325 -1.944 -4.483
H: -1.134 -2.066 -5.205
C: -0.003 -0.662 -4.039
H: -0.527 0.213 -4.433
C: 0.316 2.376 -3.051
C: 0.702 2.976 -4.265
H: 1.622 2.652 -4.755
C: -0.096 3.969 -4.830
H: 0.197 4.411 -5.781
C: -1.257 4.394 -4.175
H: -1.872 5.179 -4.618
C: -1.629 3.819 -2.956
H: -2.526 4.153 -2.432
C: -0.853 2.801 -2.398
H: -1.137 2.345 -1.447
Pd: 0.174 0.195 1.794
C: -1.572 -1.069 1.670
C: -1.915 -1.469 0.451
H: -2.109 -1.356 2.588
C: -1.135 -0.861 -0.716
O: -2.075 -0.084 -1.499
H: -1.630 0.293 -2.284
C: -0.068 -0.009 -0.163
H: -0.658 -1.643 -1.337
C: 0.886 0.821 -0.389
Cl: 2.196 1.544 2.522
P: -1.112 1.996 2.596
P: 1.757 -1.468 2.441
C: -0.461 2.792 4.088
H: 0.565 3.114 3.874
H: -0.433 2.051 4.898
H: -1.100 3.641 4.362
C: -1.221 3.288 1.324
H: -1.933 2.974 0.550
H: -0.232 3.426 0.873
H: -1.562 4.226 1.781
C: -2.845 1.600 2.957
H: -2.906 0.723 3.621
H: -3.352 1.373 2.012
H: -3.315 2.469 3.436
C: 2.531 -1.405 4.079
H: 1.820 -1.770 4.830
H: 2.763 -0.355 4.289
H: 3.447 -2.010 4.077
C: 0.963 -3.105 2.388
H: 0.515 -3.259 1.399
H: 0.173 -3.127 3.148
H: 1.706 -3.886 2.592
C: 3.114 -1.589 1.237
H: 3.582 -0.602 1.149
H: 2.718 -1.899 0.262
H: 3.845 -2.326 1.595
P: -3.312 -2.575 0.071
C: -3.757 -3.438 1.564
C: -2.750 -3.701 -1.207
H: -3.778 -2.754 2.422
H: -3.032 -4.240 1.758
H: -4.751 -3.883 1.415
H: -2.366 -3.146 -2.073
H: -3.599 -4.323 -1.522
H: -1.957 -4.348 -0.809
C: -4.663 -1.583 -0.556
H: -5.107 -1.006 0.265
H: -5.420 -2.249 -0.991
H: -4.270 -0.895 -1.315
H: 1.546 1.374 0.286
Cl: 0.014 -2.532 6.760
C: -0.975 -1.063 6.556
Cl: -0.173 0.400 7.176
C: -1.267 -0.898 5.030
O: -2.447 -1.141 4.692
O: -0.270 -0.527 4.350
H: -1.919 -1.197 7.093

Forces on the atoms, in the same order (eV/Å):
-0.027 -0.014 1.726
0.456 0.005 -0.192
-0.046 0.198 0.147
0.190 0.228 0.090
-0.064 -0.009 0.083
-0.125 0.147 0.245
-0.257 -0.068 0.025
-0.303 -0.097 0.066
-0.163 -0.136 -0.007
-0.084 -0.235 -0.154
0.003 -0.108 -0.240
0.233 0.037 -0.179
-0.148 -0.240 -0.429
-0.238 -0.059 -0.007
-0.310 -0.068 -0.143
0.168 0.245 0.037
-0.152 0.221 -0.184
-0.091 0.042 0.034
0.090 0.313 0.093
-0.088 0.031 -0.051
0.275 -0.031 0.192
0.352 -0.028 0.234
0.068 -0.282 0.158
-0.205 0.411 -0.309
-0.192 -0.083 0.171
-0.224 0.161 0.042
0.039 -0.119 0.111
-0.099 -0.063 0.270
0.068 -0.155 0.132
0.193 -0.219 0.142
0.161 -0.183 -0.094
0.235 -0.052 -0.198
0.154 0.054 -0.060
0.061 0.191 -0.299
-0.044 -0.132 2.667
-0.902 -0.587 0.315
-0.245 -0.023 -0.557
0.249 -0.021 -0.418
-0.497 -0.153 -0.800
0.512 -0.188 -0.200
-0.239 -0.390 0.463
-0.956 -0.672 -0.932
-0.212 0.131 0.011
0.858 0.595 -3.157
0.464 0.370 -0.081
-0.747 1.028 1.296
1.067 -1.142 1.293
0.145 -0.112 -0.077
-0.298 0.013 0.160
0.000 0.219 -0.191
0.115 -0.163 -0.037
0.202 -0.079 -0.239
0.149 0.082 0.184
-0.178 0.155 0.070
0.077 -0.196 -0.102
0.024 -0.291 0.003
0.004 0.323 -0.188
0.021 0.034 0.193
0.076 -0.166 -0.124
-0.088 0.278 0.039
0.242 0.086 -0.245
0.057 -0.321 0.068
-0.200 0.103 -0.011
-0.273 0.130 -0.149
0.074 -0.068 0.186
0.167 -0.052 -0.131
-0.123 0.175 -0.016
-0.081 0.279 -0.186
0.006 -0.232 0.003
0.097 0.039 0.195
-0.179 0.152 -0.093
1.254 1.195 0.195
-0.265 -0.440 0.063
-0.221 -0.373 -0.110
-0.037 -0.107 -0.238
-0.180 0.246 -0.025
0.227 0.059 0.168
-0.171 -0.067 0.237
0.274 0.058 -0.030
-0.202 0.164 -0.082
-0.359 -0.125 -0.134
0.109 -0.147 -0.168
0.059 0.247 0.091
-0.119 -0.248 0.212
0.179 0.103 -0.039
-0.108 0.207 0.099
0.040 0.159 -0.314
-0.075 -0.329 0.051
-2.007 -0.477 0.530
1.583 0.317 -0.048
0.404 0.322 -0.925
0.343 -0.005 -0.195

Summary:
Energy in eV: -120347.6370
2S+1: 5
Strongest force on any atom in eV/A: 3.3
Charge: +2
HOMO-LUMO gap (spin up / spin down) in eV: 6.2 / 5.5

Entry 2:
A structure of composition C34H47N9NdO2S3 in a non-equilibrium geometry, computed with wB97M-V/def2-TZVPD.

Atoms and positions in Å:
Nd: -0.024 -0.590 -0.138
C: 1.014 3.189 1.726
C: 1.663 3.205 0.354
S: 0.741 2.385 -1.004
C: -0.716 3.491 -1.176
C: -2.045 2.765 -1.217
S: -2.365 1.587 0.144
C: -2.251 2.634 1.663
C: -1.352 2.078 2.756
S: 0.332 1.556 2.249
H: 0.197 3.903 1.800
H: 1.767 3.467 2.465
H: 2.622 2.687 0.381
H: 1.838 4.238 0.044
H: -0.595 4.028 -2.117
H: -0.666 4.216 -0.367
H: -2.119 2.131 -2.104
H: -2.863 3.490 -1.234
H: -3.262 2.713 2.067
H: -1.949 3.629 1.347
H: -1.782 1.190 3.213
H: -1.231 2.827 3.541
C: 3.176 -1.603 -2.810
N: 1.933 -0.839 -2.735
C: 2.091 0.509 -3.297
C: 0.735 -1.465 -3.163
N: -0.285 -1.109 -2.401
C: -1.628 -1.037 -2.839
C: -1.948 -0.687 -4.152
C: -3.256 -0.440 -4.524
C: -4.257 -0.476 -3.570
C: -3.957 -0.803 -2.260
C: -2.658 -1.140 -1.874
N: -2.354 -1.518 -0.533
C: -3.240 -2.267 0.124
N: -3.230 -2.250 1.491
C: -3.485 -3.441 2.284
C: -2.606 -1.171 2.212
N: -4.126 -3.112 -0.448
C: -3.901 -3.744 -1.727
C: -5.475 -3.288 0.065
N: 0.701 -2.355 -4.156
C: 1.651 -2.395 -5.255
C: -0.370 -3.326 -4.251
H: 3.856 -1.230 -2.043
H: 3.685 -1.507 -3.771
H: 2.975 -2.654 -2.610
H: 2.500 0.480 -4.312
H: 2.778 1.088 -2.682
H: 1.124 1.012 -3.334
H: -1.156 -0.568 -4.875
H: -3.489 -0.195 -5.547
H: -5.275 -0.250 -3.845
H: -4.740 -0.791 -1.517
H: -3.642 -4.305 1.645
H: -4.359 -3.310 2.925
H: -2.621 -3.638 2.925
H: -2.910 -0.226 1.758
H: -1.492 -1.258 2.236
H: -2.966 -1.191 3.241
H: -2.843 -3.724 -1.981
H: -4.465 -3.267 -2.531
H: -4.222 -4.785 -1.653
H: -5.660 -2.619 0.900
H: -5.652 -4.318 0.377
H: -6.181 -3.047 -0.732
H: 2.125 -1.429 -5.393
H: 1.109 -2.628 -6.172
H: 2.417 -3.160 -5.114
H: -0.814 -3.487 -3.269
H: 0.034 -4.271 -4.615
H: -1.153 -2.993 -4.937
O: 5.257 -4.552 4.456
N: 5.371 -4.000 3.399
O: 6.384 -3.665 2.844
C: 4.101 -3.707 2.707
C: 3.102 -4.609 2.862
C: 1.850 -4.426 2.219
C: 0.849 -5.413 2.249
C: -0.319 -5.195 1.561
C: -0.487 -3.979 0.895
N: 0.415 -3.006 0.879
C: 1.598 -3.232 1.503
C: 2.646 -2.251 1.374
N: 2.379 -1.120 0.674
C: 3.377 -0.270 0.467
C: 4.668 -0.453 0.963
C: 4.948 -1.574 1.712
C: 3.926 -2.517 1.928
H: 3.267 -5.484 3.473
H: 1.020 -6.333 2.785
H: -1.092 -5.949 1.522
H: -1.399 -3.791 0.341
H: 3.143 0.598 -0.144
H: 5.430 0.285 0.774
H: 5.939 -1.750 2.110

Forces on the atoms, in the same order (eV/Å):
-0.331 0.326 0.116
-0.072 -0.435 0.140
-0.272 -0.276 -0.289
-0.028 0.352 0.320
0.190 -0.189 -0.080
-0.097 -0.251 0.408
0.183 0.270 0.082
-0.058 -0.317 -0.412
0.408 -0.084 -0.166
-0.158 0.359 0.004
0.011 0.012 -0.027
-0.089 0.047 0.003
0.026 0.120 -0.040
0.121 -0.107 0.012
0.044 0.074 0.085
-0.011 0.006 0.006
-0.096 0.074 -0.048
0.061 -0.074 -0.115
0.014 0.078 -0.058
0.040 0.054 0.022
-0.036 0.010 0.074
-0.036 -0.105 0.011
0.157 -0.161 0.057
-0.200 -0.278 -0.476
-0.070 0.245 -0.182
0.454 -0.105 0.075
-0.221 -0.169 0.061
-0.666 0.183 0.123
-0.082 0.116 0.210
0.130 -0.029 -0.013
-0.074 -0.042 0.149
0.163 0.179 -0.077
0.110 0.128 -0.326
0.430 -0.301 -0.027
0.096 -0.084 0.304
0.139 0.022 -0.421
-0.140 -0.251 0.235
0.050 0.255 -0.257
0.304 0.246 0.093
0.114 -0.237 -0.297
-0.278 -0.015 0.152
-0.081 0.351 0.692
0.458 0.070 -0.345
-0.480 -0.313 0.028
-0.014 -0.012 -0.008
-0.039 -0.023 0.015
0.043 -0.047 0.019
0.029 -0.079 0.028
-0.030 0.033 0.018
0.162 -0.024 0.040
0.117 -0.018 -0.118
-0.011 0.073 -0.153
-0.123 0.055 -0.022
-0.101 -0.052 0.092
-0.022 0.020 -0.010
0.006 -0.036 -0.032
-0.035 0.006 -0.019
0.167 -0.130 0.149
-0.352 0.031 0.135
0.138 0.028 -0.005
-0.004 -0.002 -0.010
0.016 -0.022 0.031
0.024 0.017 -0.007
0.000 -0.004 0.028
-0.015 -0.010 0.015
-0.009 -0.005 0.020
0.032 0.017 0.005
-0.040 0.038 0.062
-0.071 -0.001 0.055
0.035 -0.003 -0.059
0.078 0.087 0.024
0.055 -0.056 0.025
0.269 -0.323 0.534
-0.804 0.120 -0.093
0.788 0.052 -0.240
-0.912 -0.440 -0.085
0.688 0.254 0.092
-0.307 0.542 -0.404
-0.104 0.239 -0.166
0.177 -0.041 0.049
-0.142 0.028 -0.078
-0.103 0.226 -0.161
0.130 -0.434 0.273
0.431 -0.200 0.286
0.137 -0.050 -0.011
-0.110 -0.048 0.020
-0.089 -0.106 0.129
-0.094 0.304 -0.205
-0.189 0.227 -0.126
0.035 -0.077 0.044
0.022 -0.136 0.083
-0.045 0.037 -0.005
0.079 -0.019 0.033
0.034 0.024 0.045
0.075 0.078 -0.075
-0.136 0.108 -0.062

Summary:
Energy in eV: -101287.6068
2S+1: 4
Strongest force on any atom in eV/A: 1.0
Charge: +3
HOMO-LUMO gap (spin up / spin down) in eV: 7.2 / 7.3